{
  "formula": "C51H50Cl2F8IN4O2",
  "method": "wB97M-V/def2-TZVPD",
  "charge": 1,
  "e_homo_ev": -10.0,
  "largest_force_ev_per_a": 1.48,
  "multiplicity": 1,
  "gap_ev": 6.96,
  "elements": ["I", "Cl", "Cl", "F", "F", "F", "F", "F", "F", "F", "F", "O", "O", "N", "N", "N", "N", "C", "C", "C", "C", "C", "C", "C", "C", "C", "C", "C", "C", "C", "C", "C", "C", "C", "C", "C", "C", "C", "C", "C", "C", "C", "C", "C", "C", "C", "C", "C", "C", "C", "C", "C", "C", "C", "C", "C", "C", "C", "C", "C", "C", "C", "C", "C", "C", "C", "C", "C", "H", "H", "H", "H", "H", "H", "H", "H", "H", "H", "H", "H", "H", "H", "H", "H", "H", "H", "H", "H", "H", "H", "H", "H", "H", "H", "H", "H", "H", "H", "H", "H", "H", "H", "H", "H", "H", "H", "H", "H", "H", "H", "H", "H", "H", "H", "H", "H", "H", "H"],
  "xyz": [[4.593440, -3.104392, 5.397069], [-0.139939, 1.402750, 5.936963], [-1.898585, 1.566373, 2.119656], [0.446775, 6.944943, -6.991773], [5.171005, -6.973057, 3.783405], [-5.657377, -2.548761, 1.826478], [2.201673, -3.090271, 0.995924], [0.312661, -5.143034, -1.794802], [-3.406099, 4.336590, -3.715193], [5.627099, 9.814981, -9.772287], [-3.451431, 2.156603, 7.272986], [1.042472, -1.462048, -1.746641], [1.663929, -2.733239, -2.089517], [1.652473, -1.915276, 1.266895], [1.116313, -1.672485, 2.506476], [-0.020918, 0.198587, 3.397704], [0.853808, 0.119410, 1.192121], [-2.578684, 6.163870, -8.793990], [-3.190700, 5.295269, -7.901208], [2.469513, 9.373716, -8.085342], [6.907685, -9.878949, 2.526067], [-3.237649, -1.096851, 8.817944], [-1.979888, 4.292667, -1.854538], [-5.143547, -1.901747, 0.761146], [-1.331443, 1.661722, -2.485706], [1.585471, -7.106912, 0.962112], [-1.336108, 5.538473, -6.387975], [-0.746003, -7.597323, 0.638462], [7.626456, -9.315545, 1.481608], [-0.755168, 6.400187, -7.292666], [1.049856, -2.609019, 3.631509], [3.822858, 11.303459, -9.564006], [-4.105766, -1.015993, 0.963551], [2.550399, 11.560995, -9.077429], [-1.953456, 3.059045, 4.767721], [-3.821424, 1.012536, 7.899496], [5.987274, -7.749519, 3.022773], [0.354684, -6.031630, -0.756914], [-5.516057, -0.339248, 8.864448], [-2.853103, 0.072591, 8.177154], [-2.569165, 4.986122, -6.699428], [-1.348688, 6.728774, -8.492448], [3.739601, 9.100846, -8.571547], [4.389996, 10.074514, -9.299966], [-1.351519, 1.683493, 4.668095], [-2.235427, 2.352301, -3.279021], [1.913395, -0.751384, -0.909832], [-5.134271, -1.473437, -1.576070], [6.687093, -7.160252, 1.992403], [7.516100, -7.958275, 1.218430], [-5.671010, -2.147186, -0.488917], [-0.756590, 2.275194, -1.381066], [1.477443, -0.822484, 0.497999], [-4.565116, -1.305530, 9.160848], [1.550172, -6.212150, -0.097577], [-2.539032, 3.655355, -2.943774], [-3.574394, -0.354502, -0.133760], [6.078806, -9.092905, 3.312274], [-1.082458, 3.588187, -1.068729], [-4.086653, -0.579619, -1.403214], [1.873515, 10.601372, -8.338259], [-0.653771, 1.490312, 3.362194], [-0.798832, -6.701554, -0.419073], [2.639761, -3.867786, 5.081671], [0.618827, -0.404662, 2.383149], [2.146454, -3.648120, 3.667124], [0.440615, -7.799226, 1.330538], [-5.147655, 0.836677, 8.229283], [2.017931, -3.371838, 5.789768], [-3.728832, -0.850427, 1.964107], [-0.854080, 7.411848, -9.169502], [-2.107051, 0.936483, 4.767125], [-0.072706, -0.272388, 4.277458], [2.951133, -3.379367, 3.025171], [4.222807, 8.150027, -8.393672], [-3.040521, 4.314083, -6.006091], [6.991097, -10.936086, 2.732740], [0.070851, -3.039164, 3.654960], [-1.636300, -8.141558, 0.917947], [5.514618, -9.508652, 4.135758], [6.584923, -6.099371, 1.805433], [-5.869795, 1.606486, 7.994952], [8.078929, -7.515724, 0.409151], [-1.824514, 0.253402, 7.896805], [8.273155, -9.932615, 0.875044], [-5.540125, -1.647625, -2.562306], [2.087322, 12.516788, -9.278102], [-3.016732, 3.013257, 4.698035], [-2.754856, 0.335987, 0.002714], [0.055966, 2.278592, 3.212413], [-6.551280, -0.498990, 9.128905], [2.909805, -1.135564, -0.990621], [-3.059132, 6.405270, -9.731394], [-2.698241, 1.896155, -4.143758], [2.511819, -7.269525, 1.494153], [-1.075779, 0.639698, -2.735066], [-0.637752, 4.067940, -0.207895], [-2.494156, -1.845537, 9.052737], [-2.245010, 5.317948, -1.637149], [-1.569704, 3.694806, 4.001941], [0.928975, -3.334742, -1.913269], [2.433085, -5.675203, -0.418176], [-4.858187, -2.217751, 9.660005], [-4.151265, 4.862033, -8.141127], [-0.828334, 5.307792, -5.460526], [-0.064475, 1.735205, -0.757013], [-3.671709, -0.056626, -2.252794], [2.639416, -4.899516, 5.336717], [-6.484171, -2.850610, -0.601242], [4.371648, 12.037198, -10.137803], [1.760229, -4.575080, 3.300632], [0.476426, -8.501949, 2.150588], [1.920972, 0.274440, -1.216411], [-1.711669, -6.524093, -0.970623], [0.882588, 10.809779, -7.959634], [1.947559, 8.626879, -7.509410], [-1.700902, 3.498824, 5.706735], [1.146331, -1.994463, 4.500590]],
  "atomic_forces_ev_per_a": [[0.1, 0.1, 0.1], [0.4, 0.0, 0.7], [-0.2, 0.1, -0.5], [-0.1, -0.1, 0.0], [0.0, 0.0, -0.1], [0.0, 0.0, 0.0], [-0.1, 0.1, -0.4], [-0.1, -0.1, 0.1], [0.0, 0.0, 0.1], [0.0, 0.0, 0.0], [0.0, 0.0, 0.0], [-0.1, -0.5, -0.5], [0.0, 0.9, 0.4], [-0.6, 1.2, 0.1], [-0.2, 0.6, -0.4], [0.4, -0.6, -1.0], [0.2, -0.2, -0.7], [0.0, 0.0, 0.0], [0.0, 0.0, 0.0], [0.0, 0.1, 0.0], [0.0, 0.0, 0.0], [0.0, 0.0, 0.0], [0.0, 0.1, 0.0], [0.0, 0.0, 0.0], [0.1, 0.0, 0.0], [-0.1, 0.0, 0.0], [0.0, -0.1, 0.1], [0.1, 0.0, 0.0], [0.0, 0.0, 0.0], [0.0, 0.0, 0.0], [0.2, 0.4, -0.4], [0.0, 0.1, -0.1], [0.1, 0.0, 0.1], [0.0, 0.0, 0.0], [0.2, 0.0, 0.3], [0.0, 0.0, 0.0], [-0.1, 0.1, 0.1], [0.0, 0.1, -0.1], [0.0, 0.0, 0.0], [0.1, -0.1, 0.0], [0.1, 0.1, -0.3], [0.0, 0.1, -0.1], [0.0, -0.1, 0.0], [0.0, 0.0, 0.0], [0.0, 0.6, 0.3], [0.0, -0.1, -0.1], [0.0, -0.4, -0.3], [0.0, 0.0, 0.0], [0.0, 0.1, 0.0], [0.0, 0.0, 0.0], [-0.1, -0.1, 0.0], [-0.1, 0.1, -0.1], [0.1, -0.8, 0.5], [0.0, 0.0, 0.0], [0.1, 0.1, 0.0], [0.0, 0.0, 0.0], [0.0, -0.1, -0.1], [-0.1, -0.1, 0.1], [0.0, -0.1, 0.0], [0.0, 0.0, 0.0], [0.0, 0.0, 0.0], [0.0, -0.7, -0.1], [-0.1, 0.0, 0.0], [0.3, 0.2, -0.2], [-0.1, -0.5, 1.4], [-0.2, -0.1, 0.3], [0.0, 0.0, 0.0], [-0.1, 0.1, 0.0], [-0.4, 0.4, 0.6], [0.0, 0.0, 0.0], [0.0, 0.0, 0.0], [-0.5, -0.7, 0.3], [0.0, -0.2, 0.3], [0.7, 0.2, -0.3], [0.0, 0.0, 0.0], [-0.1, -0.1, 0.1], [0.0, 0.0, 0.0], [-0.7, -0.4, -0.1], [0.0, 0.0, 0.0], [0.0, 0.0, 0.0], [0.0, 0.0, 0.0], [0.0, 0.0, 0.0], [0.0, 0.0, 0.0], [0.0, 0.1, 0.0], [0.0, 0.0, 0.0], [0.0, 0.0, 0.0], [0.0, 0.0, 0.0], [-0.7, 0.0, -0.1], [0.0, 0.0, -0.1], [0.4, 0.4, -0.4], [0.0, 0.0, 0.0], [0.7, -0.3, -0.2], [0.0, 0.0, 0.0], [0.0, 0.0, 0.0], [0.1, 0.0, 0.0], [0.0, 0.0, 0.0], [0.0, 0.0, 0.0], [0.0, 0.0, 0.0], [0.0, 0.0, 0.0], [0.2, 0.5, -0.6], [-0.1, -0.3, -0.1], [0.0, 0.0, 0.0], [0.0, 0.0, 0.0], [0.0, 0.0, 0.0], [0.0, 0.0, 0.0], [0.1, -0.1, 0.1], [0.0, 0.0, 0.0], [0.3, -0.8, 0.2], [0.0, 0.0, 0.0], [0.0, 0.0, 0.0], [-0.3, -0.6, -0.4], [0.0, 0.0, 0.0], [-0.1, 0.7, -0.2], [0.0, 0.0, 0.0], [0.0, 0.0, 0.0], [0.0, -0.1, 0.0], [0.0, 0.3, 0.7], [0.1, 0.6, 0.6]]
}

=====

{
  "formula": "C36H41IrN2OSSb2",
  "method": "wB97M-V/def2-TZVPD",
  "charge": 3,
  "e_homo_ev": [-15.4, -15.9],
  "largest_force_ev_per_a": 0.30,
  "multiplicity": 6,
  "e_above_lowest_ev": 0.0000,
  "gap_ev": [8.30, 5.79],
  "elements": ["Ir", "Sb", "Sb", "S", "O", "N", "N", "C", "C", "C", "C", "C", "C", "C", "C", "C", "C", "C", "C", "C", "C", "C", "C", "C", "C", "C", "C", "C", "C", "C", "C", "C", "C", "C", "C", "C", "C", "C", "C", "C", "C", "C", "C", "H", "H", "H", "H", "H", "H", "H", "H", "H", "H", "H", "H", "H", "H", "H", "H", "H", "H", "H", "H", "H", "H", "H", "H", "H", "H", "H", "H", "H", "H", "H", "H", "H", "H", "H", "H", "H", "H", "H", "H", "H"],
  "xyz": [[-0.424888, -2.464049, 0.009448], [1.316338, 4.423176, -0.156356], [1.222584, 0.358897, -0.404561], [-1.221055, -4.621377, -0.720330], [-2.171225, -1.297777, -0.686798], [0.096007, -2.353423, 2.163888], [1.480317, -2.692398, 2.391961], [4.215957, -0.328548, 0.098729], [4.065628, 4.049984, 3.162060], [-0.211855, -8.334392, 0.137956], [5.288472, 3.309425, 1.218384], [2.995706, 3.989051, 1.012310], [2.103232, -2.656853, -0.992931], [0.916124, 6.459727, -0.021532], [1.245362, -1.595906, -1.367618], [4.158804, 0.238073, 2.823053], [0.705058, -5.782006, 0.869685], [-0.081639, 7.003047, -0.834094], [2.019705, 1.383651, -2.149649], [-0.388415, -5.924485, -0.017145], [-0.315532, 8.366090, -0.789078], [5.237841, 3.585954, 2.578874], [2.190254, -3.815008, -1.761673], [4.165411, 3.503782, 0.429343], [3.011893, 0.402019, 2.053276], [-0.834978, -7.224663, -0.379477], [-4.341337, -0.576717, -1.254704], [0.863089, -8.177911, 1.015321], [-3.918949, -2.266042, 0.619762], [0.425108, 9.168421, 0.072551], [1.416539, -3.953876, -2.904383], [5.327277, -0.218551, 2.230490], [1.318351, -6.899124, 1.374482], [5.358623, -0.492852, 0.868267], [1.663628, 3.939532, -2.217146], [1.403788, 8.617592, 0.891065], [-3.383977, -1.378562, -0.449972], [1.650222, 7.254977, 0.860034], [0.420563, -1.799220, -2.501891], [1.221791, 2.566525, -2.707876], [0.521274, -2.952612, -3.268009], [3.028009, 0.107952, 0.687988], [2.936732, 4.249571, 2.382361], [2.049027, -1.930322, 2.030332], [2.877624, -4.598928, -1.471240], [6.275532, -0.834334, 0.405614], [2.735215, 4.095310, -2.365964], [4.256854, -0.548558, -0.962869], [2.106413, 0.601028, -2.903225], [4.141479, 0.473494, 3.879357], [2.108849, 0.781317, 2.523175], [-4.302626, -1.638397, 1.429121], [-1.668612, -7.326428, -1.062256], [-3.156354, -2.939713, 1.009635], [0.234964, 10.232660, 0.107861], [-0.668063, 6.381148, -1.500431], [1.649355, -2.738705, 3.394003], [1.502919, -4.845817, -3.511095], [1.351315, -9.052491, 1.424450], [4.033505, 4.268544, 4.221115], [6.218950, -0.356381, 2.827916], [1.055645, -4.794140, 1.146765], [4.223196, 3.302687, -0.633473], [-0.454753, -3.055884, 2.652011], [-4.768788, -2.840810, 0.248770], [1.136859, 4.734188, -2.746697], [2.748762, -2.547648, -0.131332], [1.350045, 2.579084, -3.793425], [2.420023, 6.831560, 1.492366], [3.037203, 1.677054, -1.883720], [-0.146916, -1.454475, 2.581124], [-5.080590, -0.103287, -0.607449], [2.154720, -6.800758, 2.053069], [-3.828561, 0.161155, -1.864239], [-1.075473, 8.803909, -1.421560], [6.121598, 3.447460, 3.187866], [-0.273670, -1.022698, -2.806132], [-0.094035, -3.067949, -4.150601], [2.027975, 4.621620, 2.841706], [1.978105, 9.251288, 1.552973], [6.207546, 2.958783, 0.768228], [0.148771, 2.438486, -2.542152], [-0.552693, -9.324204, -0.131650], [-4.895455, -1.261944, -1.903914]],
  "atomic_forces_ev_per_a": [[0.0, -0.1, 0.0], [0.0, 0.0, 0.1], [0.1, 0.2, 0.0], [0.1, 0.0, 0.1], [0.0, 0.1, 0.0], [0.0, 0.0, 0.0], [0.0, -0.1, 0.0], [0.0, 0.0, 0.0], [0.0, 0.0, 0.0], [0.0, 0.0, 0.0], [0.0, 0.0, 0.0], [0.0, 0.0, 0.0], [0.0, 0.0, -0.1], [0.0, -0.1, 0.0], [-0.2, -0.2, 0.1], [0.0, 0.0, 0.0], [0.0, 0.1, 0.1], [0.0, 0.0, 0.0], [0.0, 0.0, 0.0], [-0.1, 0.0, -0.1], [0.0, 0.0, 0.0], [0.0, 0.0, 0.0], [0.0, 0.0, 0.0], [0.0, 0.0, 0.0], [0.0, 0.0, 0.0], [0.0, 0.0, 0.0], [0.0, 0.0, 0.0], [0.0, 0.0, 0.0], [0.0, 0.0, 0.0], [0.0, 0.0, 0.0], [0.0, 0.0, 0.0], [0.0, 0.0, 0.0], [0.0, -0.1, 0.0], [0.0, 0.0, 0.0], [0.0, 0.0, 0.0], [0.0, 0.0, 0.0], [0.0, -0.1, 0.0], [0.0, 0.0, 0.0], [0.0, 0.0, -0.1], [0.0, 0.0, 0.0], [0.0, 0.0, 0.0], [-0.1, 0.0, 0.1], [0.0, 0.0, 0.0], [0.0, 0.0, 0.0], [0.0, 0.0, 0.0], [0.0, 0.0, 0.0], [0.0, 0.0, 0.0], [0.0, 0.0, 0.0], [0.0, 0.0, 0.0], [0.0, 0.0, 0.0], [0.0, 0.0, 0.0], [0.0, 0.0, 0.0], [0.0, 0.0, 0.0], [0.0, 0.0, 0.0], [0.0, 0.0, 0.0], [0.0, 0.0, 0.0], [0.0, 0.0, 0.0], [0.0, 0.0, 0.0], [0.0, 0.0, 0.0], [0.0, 0.0, 0.0], [0.0, 0.0, 0.0], [0.0, 0.0, 0.0], [0.0, 0.0, 0.0], [0.0, 0.0, 0.0], [0.0, 0.0, 0.0], [0.0, 0.0, 0.0], [0.0, 0.0, 0.0], [0.0, 0.0, 0.0], [0.0, 0.0, 0.0], [0.0, 0.0, 0.0], [0.0, 0.0, 0.0], [0.0, 0.0, 0.0], [0.0, 0.0, 0.0], [0.0, 0.0, 0.0], [0.0, 0.0, 0.0], [0.0, 0.0, 0.0], [0.0, 0.0, 0.0], [0.0, 0.0, 0.0], [0.0, 0.0, 0.0], [0.0, 0.0, 0.0], [0.0, 0.0, 0.0], [0.0, 0.0, 0.0], [0.0, 0.0, 0.0], [0.0, 0.0, 0.0]]
}